(1)
An isolated molecule of C9H8ClNS2 in a non-equilibrium geometry, computed with the ωB97M-V functional and the def2-TZVPD basis.

Values from the calculation:
gap between HOMO and LUMO	7.03	eV
E_LUMO	-1.70	eV
structure (SMILES)	S=C/C(Cl)=N\SCc1ccccc1
energy	-45142.6033	eV
energy relative to the best compared isomer or geometry (same formula, charge and spin)	1.0446	eV
total charge	0

Geometry as XYZ:
```
21
C9H8ClNS2, DFT the ωB97M-V functional and the def2-TZVPD basis
S 0.531 -3.670 3.223
C 0.624 -4.224 1.690
C 0.675 -3.445 0.476
Cl 0.851 -4.388 -1.052
N 0.809 -2.238 0.211
S 0.675 -0.769 1.605
C 1.428 0.422 0.429
C 0.349 1.146 -0.233
C -0.541 0.650 -1.226
C -1.592 1.371 -1.630
C -1.875 2.653 -1.178
C -0.933 3.183 -0.288
C 0.045 2.362 0.240
H 0.574 -5.297 1.503
H 2.048 -0.122 -0.272
H 1.977 1.113 1.110
H -0.302 -0.294 -1.525
H -2.236 0.990 -2.392
H -2.599 3.292 -1.585
H -1.214 4.265 0.003
H 0.708 3.000 0.890
```

Mulliken atomic charge list, values in e, 4 entries: -0.1633 -0.3881 0.6311 -0.2081

---

(2)
C22H21I2N5O2RuS as an isolated structure in a non-equilibrium geometry, computed with the ωB97M-V functional and the def2-TZVPD basis.

Values from the calculation:
gap between HOMO and LUMO (alpha / beta)	5.78 / 6.37	eV
spin multiplicity	2
E_LUMO (alpha / beta)	-4.04 / -3.42	eV
<S²>	0.93
energy	-64311.6627	eV
energy relative to the best compared isomer or geometry (same formula, charge and spin)	3.3088	eV
total charge	+1

Geometry as XYZ:
```
54
C22H21I2N5O2RuS, DFT the ωB97M-V functional and the def2-TZVPD basis
Ru 0.701 -0.350 -0.392
I -5.636 4.377 -0.956
C -3.819 3.343 -1.124
C -3.217 3.207 -2.368
C -2.046 2.492 -2.466
I -1.069 2.293 -4.305
C -1.428 1.856 -1.355
O -0.361 1.142 -1.552
C -2.033 2.089 -0.092
C -1.454 1.510 1.169
N 0.003 1.382 1.137
C 0.605 1.206 2.456
C 1.821 0.319 2.408
C 2.428 -0.134 3.570
C 3.554 -0.935 3.469
C 4.056 -1.241 2.210
C 3.400 -0.744 1.100
N 2.298 0.011 1.203
C -3.216 2.806 -0.002
H -3.656 3.671 -3.240
H -1.870 0.513 1.342
H -1.763 2.148 2.004
H 0.410 2.185 0.671
H -0.127 0.765 3.136
H 0.909 2.166 2.885
H 2.021 0.133 4.536
H 4.038 -1.309 4.360
H 4.940 -1.851 2.096
H 3.757 -0.927 0.094
H -3.678 2.945 0.969
O 2.349 -0.172 -1.836
N 1.935 -0.177 -3.099
C 2.585 0.593 -3.994
C 2.273 0.550 -5.327
C 1.257 -0.300 -5.757
C 0.571 -1.046 -4.825
C 0.906 -0.974 -3.474
S 0.075 -1.886 -2.269
H 3.357 1.225 -3.584
H 2.809 1.181 -6.019
H 1.005 -0.361 -6.807
H -0.249 -1.689 -5.110
C -3.045 -2.992 3.098
N -1.777 -2.682 2.458
C -0.526 -3.028 2.902
C 0.357 -2.498 2.011
N -0.342 -1.837 1.031
C -1.620 -1.961 1.335
H -2.898 -3.783 3.827
H -3.767 -3.330 2.357
H -3.444 -2.114 3.604
H -0.368 -3.623 3.784
H 1.432 -2.571 1.988
H -2.442 -1.593 0.743
```

Mulliken atomic charge list, values in e, 4 entries: 0.6321 0.0826 -0.4395 -0.4799

---

(3)
C16H6Br2Cl5CuNO2 as an isolated structure, computed with the ωB97M-V functional and the def2-TZVPD basis.

Values from the calculation:
gap between HOMO and LUMO	6.83	eV
E_LUMO	2.47	eV
energy	-269615.1622	eV
energy relative to the best compared isomer or geometry (same formula, charge and spin)	0.2663	eV
total charge	-1

Geometry as XYZ:
```
33
C16H6Br2Cl5CuNO2, DFT the ωB97M-V functional and the def2-TZVPD basis
Cu 0.387 -0.895 -1.775
C -2.046 -1.209 0.823
C -0.617 -1.232 1.268
C -0.273 -1.160 2.628
C 1.046 -1.145 2.998
C 2.052 -1.215 2.013
C 3.433 -1.156 2.253
Br 4.082 -0.987 4.047
C 4.349 -1.195 1.228
C 3.907 -1.342 -0.073
Br 5.175 -1.397 -1.486
C 2.551 -1.423 -0.433
O 2.162 -1.582 -1.632
C 1.615 -1.318 0.666
N 0.315 -1.306 0.337
H -2.722 -1.333 1.666
H -2.229 -1.996 0.094
H -2.261 -0.255 0.341
H -1.052 -1.100 3.374
H 1.324 -1.067 4.040
H 5.405 -1.105 1.433
Cl -5.069 3.286 -1.636
C -3.484 2.636 -1.828
C -3.300 1.284 -2.105
Cl -4.668 0.247 -2.236
C -2.030 0.766 -2.261
Cl -1.790 -0.908 -2.637
C -0.850 1.552 -2.125
O 0.316 1.082 -2.201
C -1.093 2.936 -1.884
Cl 0.294 3.945 -1.777
C -2.360 3.458 -1.727
Cl -2.568 5.133 -1.392
```

Mulliken atomic charge list, values in e, 4 entries: -0.0693 -1.3845 0.8253 -0.6313

---

(4)
An isolated molecule of C3H10NO3P in a non-equilibrium geometry, computed with the ωB97M-V functional and the def2-TZVPD basis.

Values from the calculation:
gap between HOMO and LUMO	8.53	eV
E_LUMO	0.41	eV
structure (SMILES)	CCCN=P(O)(O)O
energy	-20195.0260	eV
energy relative to the best compared isomer or geometry (same formula, charge and spin)	0.6030	eV
total charge	0

Geometry as XYZ:
```
18
C3H10NO3P, DFT the ωB97M-V functional and the def2-TZVPD basis
C 0.272 1.954 -0.870
C -0.883 1.175 -0.222
C -1.213 -0.074 -1.057
N -0.139 -1.025 -0.781
P 0.462 -1.409 0.773
O 1.562 -2.519 0.425
O -0.571 -1.937 1.890
O 1.379 -0.337 1.593
H 0.455 2.793 -0.221
H 1.056 1.172 -1.139
H -0.146 2.414 -1.901
H -1.765 1.688 -0.056
H -0.482 0.915 0.807
H -2.165 -0.517 -0.714
H -1.156 0.123 -2.042
H 1.568 -2.628 -0.494
H -0.481 -1.553 2.732
H 2.247 -0.236 1.278
```

Mulliken atomic charge list, values in e, 4 entries: -1.0873 -0.4090 -0.5307 -0.5542

---

(5)
An isolated molecule of C4H10N2O in a non-equilibrium geometry, computed with the ωB97M-V functional and the def2-TZVPD basis.

Values from the calculation:
gap between HOMO and LUMO	10.55	eV
E_LUMO	0.77	eV
structure (SMILES)	NCCCNC=O
energy	-9337.2853	eV
energy relative to the best compared isomer or geometry (same formula, charge and spin)	1.7022	eV
total charge	0

Geometry as XYZ:
```
17
C4H10N2O, DFT the ωB97M-V functional and the def2-TZVPD basis
N -0.411 -0.873 -2.097
C 0.794 -0.896 -1.246
C 1.107 0.377 -0.514
C -0.189 1.016 0.219
N -0.683 0.028 1.162
C -0.790 0.247 2.494
O -1.518 -0.302 3.287
H -1.172 -1.271 -1.510
H -0.644 0.109 -2.244
H 0.683 -1.788 -0.542
H 1.615 -1.251 -1.905
H 1.792 0.291 0.316
H 1.398 1.088 -1.278
H -0.919 1.181 -0.584
H 0.193 1.892 0.698
H -1.314 -0.714 0.891
H 0.057 0.866 2.852
```

Mulliken atomic charge list, values in e, 4 entries: -0.5900 -0.7441 -0.4789 -0.7949

---

(6)
C38H31BCl2N8O6RuS as an isolated structure in a non-equilibrium geometry, computed with the ωB97M-V functional and the def2-TZVPD basis.

Values from the calculation:
gap between HOMO and LUMO (alpha / beta)	3.63 / 5.49	eV
spin multiplicity	6
E_LUMO (alpha / beta)	2.07 / 0.65	eV
<S²>	8.81
energy	-103252.6708	eV
energy relative to the best compared isomer or geometry (same formula, charge and spin)	3.0412	eV
total charge	-1

Geometry as XYZ:
```
88
C38H31BCl2N8O6RuS, DFT the ωB97M-V functional and the def2-TZVPD basis
Ru 1.744 -0.077 -0.035
Cl 0.956 -6.865 -0.582
C 1.328 -5.251 -0.983
C 1.173 -4.354 0.051
C 1.504 -2.972 -0.229
N 1.322 -1.892 0.582
C 0.972 -2.104 1.949
O 0.476 -3.104 2.470
C 1.232 -0.827 2.743
C 0.923 -0.775 4.154
C 1.175 0.399 4.828
C 1.679 1.500 4.070
C 1.799 1.378 2.708
N 1.658 0.214 2.068
C 2.161 -2.615 -1.437
C 2.316 -3.659 -2.435
C 1.787 -4.927 -2.262
Cl 1.537 -5.983 -3.605
N 2.418 -1.275 -1.602
C 3.484 -0.968 -2.460
O 4.552 -1.538 -2.338
C 3.226 -0.063 -3.658
C 4.447 0.409 -4.270
C 4.423 1.122 -5.428
C 3.125 1.520 -5.885
C 1.985 1.121 -5.219
N 2.060 0.338 -4.134
H 0.755 -4.687 1.008
H 0.527 -1.685 4.569
H 1.004 0.535 5.912
H 2.069 2.409 4.546
H 1.940 2.261 2.052
H 2.809 -3.340 -3.356
H 5.327 0.166 -3.702
H 5.349 1.340 -6.025
H 2.990 2.159 -6.786
H 0.943 1.411 -5.473
N -3.029 5.598 1.444
C -2.233 4.810 0.664
C -2.822 3.692 0.005
C -2.121 2.941 -0.919
C -0.742 3.233 -1.055
C -0.157 4.397 -0.576
C -0.853 5.150 0.313
S 0.295 2.188 -1.949
O 0.570 2.720 -3.232
O -0.335 0.756 -1.897
N 1.559 1.798 -0.978
C 2.785 2.431 -1.098
N 2.952 3.502 -1.844
C 4.240 3.825 -2.054
C 5.312 3.204 -1.432
C 4.962 2.199 -0.514
N 3.737 1.754 -0.407
H -4.026 5.413 1.410
H -2.685 6.516 1.750
H -3.851 3.431 0.243
H -2.611 2.100 -1.449
H 0.930 4.615 -0.736
H -0.349 5.918 0.865
H 4.348 4.683 -2.698
H 6.353 3.397 -1.731
H 5.655 1.830 0.220
C -5.430 -3.649 1.003
C -4.814 -2.934 2.242
C -5.995 -2.197 3.065
C -4.105 -3.925 3.254
C -3.787 -1.930 1.883
C -3.579 -0.745 2.573
C -2.724 0.250 2.097
C -1.946 0.036 0.976
O -0.984 0.792 0.477
B -0.268 -0.123 -0.688
O -1.151 -1.335 -0.702
C -2.070 -1.210 0.298
C -2.936 -2.178 0.764
H -6.226 -4.349 1.380
H -4.658 -4.188 0.407
H -5.837 -2.928 0.255
H -6.790 -2.887 3.333
H -6.439 -1.370 2.519
H -5.662 -1.688 3.974
H -4.795 -4.313 3.991
H -3.321 -3.371 3.749
H -3.691 -4.765 2.714
H -4.106 -0.493 3.454
H -2.733 1.207 2.628
H -3.016 -3.128 0.207
```

Mulliken atomic charge list, values in e, 4 entries: -0.6521 -0.2427 0.7530 -1.4827

---

(7)
C25H23IN6O6SV as an isolated structure, computed with the ωB97M-V functional and the def2-TZVPD basis.

Values from the calculation:
gap between HOMO and LUMO (alpha / beta)	7.76 / 7.87	eV
spin multiplicity	3
E_LUMO (alpha / beta)	-3.57 / -3.64	eV
<S²>	2.01
energy	-92146.3786	eV
energy relative to the best compared isomer or geometry (same formula, charge and spin)	0.0000	eV
total charge	+1

Geometry as XYZ:
```
63
C25H23IN6O6SV, DFT the ωB97M-V functional and the def2-TZVPD basis
V 0.101 0.173 -0.666
C -1.268 2.899 -4.002
C -1.171 3.497 -2.635
N -1.698 4.686 -2.420
C -1.618 5.244 -1.204
C -0.971 4.666 -0.137
C -0.920 5.347 1.197
O -1.401 4.424 2.177
C -0.398 3.390 -0.330
C 0.429 2.807 0.704
N 0.809 1.580 0.700
C 1.732 1.117 1.678
C 1.573 1.395 3.028
C 2.495 0.907 3.942
C 3.563 0.136 3.513
C 3.715 -0.165 2.166
C 2.794 0.320 1.255
I 2.956 -0.162 -0.774
C -0.529 2.783 -1.588
O -0.044 1.580 -1.865
H -2.036 3.422 -4.565
H -1.488 1.833 -3.959
H -0.316 3.008 -4.528
H -2.099 6.210 -1.091
H -1.533 6.248 1.163
H 0.105 5.653 1.439
H -1.599 4.903 2.988
H 0.790 3.469 1.487
H 0.719 1.977 3.354
H 2.369 1.123 4.995
H 4.279 -0.247 4.227
H 4.543 -0.778 1.836
O -3.868 -2.845 2.327
C -4.313 -1.606 2.159
O -5.375 -1.235 2.574
C -3.454 -0.677 1.363
C -3.888 0.568 0.943
N -2.887 1.134 0.255
N -1.816 0.338 0.215
C -2.140 -0.761 0.883
C -1.075 -1.809 0.937
O -1.382 -2.984 1.155
O 0.102 -1.389 0.672
H -3.005 -2.996 1.882
H -4.834 1.061 1.102
H -2.851 2.043 -0.177
C 0.480 -5.774 0.033
C 0.967 -4.781 -0.962
C 2.163 -4.830 -1.633
C 2.467 -3.795 -2.525
N 1.634 -2.773 -2.737
C 0.481 -2.739 -2.089
S -0.680 -1.482 -2.359
N 0.155 -3.737 -1.230
C 3.766 -3.769 -3.260
H 1.226 -6.545 0.204
H -0.439 -6.241 -0.323
H 0.251 -5.270 0.974
H 2.847 -5.651 -1.473
H -0.718 -3.659 -0.703
H 4.134 -4.773 -3.460
H 4.512 -3.258 -2.645
H 3.655 -3.214 -4.188
```

Mulliken atomic charge list, values in e, 4 entries: 0.3173 -1.2202 0.7187 -0.6220

---

(8)
A 2-piece molecular cluster, CH3BrN2O overall in a non-equilibrium geometry, computed with the ωB97M-V functional and the def2-TZVPD basis.

Values from the calculation:
gap between HOMO and LUMO (alpha / beta)	10.10 / 6.77	eV
E_LUMO (alpha / beta)	0.01 / -1.43	eV
energy	-76150.5393	eV
energy relative to the best compared isomer or geometry (same formula, charge and spin)	2.6637	eV
total charge	0

Geometry as XYZ:
```
8
CH3BrN2O, DFT the ωB97M-V functional and the def2-TZVPD basis
C -1.473 0.474 -0.817
N 1.773 -0.718 1.310
N 1.371 -0.295 0.237
O 1.259 -1.305 2.230
Br -2.936 1.090 -1.732
H -0.941 -0.362 -1.189
H -1.219 0.935 0.098
H 2.166 0.180 -0.137
```

Mulliken atomic charge list, values in e, 4 entries: -0.6284 0.3154 -0.1861 -0.3683